Record 1
C48H72F3O37V as an isolated structure. Source: the Open Molecules 2025 dataset; level of theory: ωB97M-V/def2-TZVPD.

M in g mol⁻¹: 1349.005
Lowest unoccupied orbital energy in eV: -1.55
Energy above the lowest of the compared OMol25 structures with the same formula, charge and spin in kJ/mol: 0.00
E in Ha: -5899.949633
Gap between HOMO and LUMO in eV: 8.86

```
! wB97M-V def2-TZVPD RIJCOSX def2/J DEFGRID3
* xyz 0 1
H -0.094 8.901 -3.675
O 4.213 14.285 -5.289
O 1.116 7.418 -10.762
C 10.157 6.023 -11.545
C 3.579 14.037 -8.659
H 2.677 12.118 -8.233
H 11.167 9.786 -9.251
H 12.285 7.994 -4.119
O 6.827 8.848 -6.756
H 4.521 7.313 -1.754
C 6.476 12.310 -3.291
H 2.965 6.599 -4.803
H 7.276 10.737 -12.103
H 6.976 10.938 -6.608
C 3.763 14.066 -6.373
O -2.834 12.293 -3.788
H 7.506 9.287 -2.856
C 13.660 8.425 -9.612
C 4.505 9.392 -6.088
C 7.501 8.302 -3.319
O -0.324 4.427 -5.848
H 0.661 11.822 -5.989
O 1.846 4.204 -6.389
C 7.086 10.028 -11.296
H 4.140 7.394 -9.890
O 7.455 13.700 -8.011
C 9.771 5.802 -12.990
H 10.576 5.146 -11.049
O -1.332 11.714 -5.347
C 11.049 7.230 -11.207
O 10.366 7.848 -10.113
H 2.843 10.858 -2.451
C 2.489 13.171 -8.004
H 13.238 6.167 -5.551
H 7.988 9.912 -10.699
C 8.910 10.001 -6.384
O 13.760 9.456 -10.470
C 7.835 13.619 -6.639
O 6.784 6.221 -2.575
H 12.328 8.612 -5.840
O 1.371 6.995 -12.918
H 0.331 7.427 -8.219
O 11.890 6.420 -7.054
H 3.688 12.610 -3.759
H 1.060 11.803 -3.557
C 1.301 6.959 -8.396
O 8.810 5.276 -2.450
H 1.916 7.172 -7.519
H 7.202 12.901 -6.111
V 7.368 6.680 -7.151
H 7.599 10.239 -8.092
O 7.496 11.925 -3.800
H 11.072 7.936 -12.041
C 3.251 6.793 -10.061
C 4.894 9.868 -10.842
C 12.197 6.481 -5.636
C 11.920 7.883 -5.139
H 7.591 14.599 -6.231
H 10.844 8.059 -5.145
H 12.056 6.945 -10.915
C 3.064 4.752 -5.940
O 8.591 7.437 -3.003
C 5.328 8.022 -1.943
C 11.191 5.472 -5.100
C 6.896 8.585 -13.378
H 9.537 12.406 -5.941
H 5.024 12.478 -9.012
O 6.267 13.535 -2.809
O 12.826 8.769 -8.603
H 5.884 8.194 -1.020
O 5.360 11.569 -3.193
O 7.389 5.323 -7.958
H 11.672 11.798 -7.964
O 8.434 6.742 -6.029
H 0.075 10.228 -5.843
C 6.554 8.719 -11.897
H 3.417 5.419 -6.731
H 13.060 10.972 -7.138
C 3.385 11.600 -1.869
O 1.311 5.439 -4.676
O 4.343 14.451 -7.511
C 9.165 7.316 -9.968
O 10.874 4.662 -6.223
H 2.591 5.232 -2.547
H 10.270 5.888 -4.691
H 3.295 5.861 -9.497
C 1.813 7.014 -11.811
O 3.029 6.562 -11.448
H 3.794 3.954 -5.797
C 0.361 11.041 -3.899
C 12.097 10.850 -7.633
C -0.012 11.217 -5.384
H 8.758 9.981 -5.306
H 6.159 8.008 -13.937
H 3.223 3.900 -3.286
C 2.765 5.537 -4.662
H 10.279 14.666 -5.470
O 5.130 8.941 -11.776
C 12.176 10.006 -8.887
C 7.525 10.086 -7.012
O -0.890 11.299 -3.241
F 4.412 10.741 -6.195
H 2.639 12.273 -1.437
H 4.296 5.309 -3.148
H 3.972 11.163 -1.065
H 4.460 14.550 -2.808
C 11.139 5.345 -7.346
F 4.827 9.141 -4.803
C 5.486 8.818 -7.129
C -1.812 11.773 -4.115
O 9.428 12.685 -8.062
H 5.661 7.253 -3.925
H 4.944 13.646 -1.253
H 7.567 8.461 -4.395
H 2.189 8.635 -9.546
C 0.731 9.601 -3.563
H 8.972 6.484 -13.276
O 5.362 7.495 -7.473
H 9.364 4.801 -13.120
C 3.278 4.990 -3.363
H 5.264 13.992 -9.920
H 1.620 9.277 -4.104
C 1.955 7.574 -9.611
H 6.880 9.536 -13.920
C 8.322 13.007 -8.763
H 9.566 10.821 -6.653
C 4.241 12.387 -2.844
H 6.920 7.840 -11.367
H 11.420 10.406 -6.904
H 11.279 13.958 -6.749
C 9.274 13.144 -6.696
H 12.338 11.043 -10.750
H 1.144 5.887 -8.509
H 3.170 14.895 -9.195
O 14.210 7.386 -9.752
O 8.946 6.318 -10.804
H 4.879 8.965 -2.241
H 7.898 8.196 -13.559
C 4.902 13.677 -2.343
O 6.000 10.544 -10.540
C 10.268 14.275 -6.488
H 10.652 5.900 -13.625
C 4.525 13.281 -9.554
O 10.704 5.089 -8.430
H 3.994 12.799 -10.376
H 11.558 4.834 -4.293
C 0.823 4.644 -5.637
C 6.231 7.462 -3.019
O 8.378 7.698 -9.138
O 2.605 13.426 -6.606
H 5.243 9.424 -8.018
C 8.136 6.233 -2.648
O 3.796 10.152 -10.448
H 1.490 13.396 -8.373
H 9.425 9.080 -6.656
H 13.671 11.352 -9.659
O 8.081 12.734 -9.895
C 13.013 10.566 -10.040
H 10.062 15.151 -7.110
H 0.959 9.610 -2.492
F 3.265 8.895 -6.307
*
```

Record 2
C10H13O5 as an isolated structure. Source: the Open Molecules 2025 dataset; level of theory: ωB97M-V/def2-TZVPD.

M in g mol⁻¹: 213.209
Lowest unoccupied orbital energy in eV: -7.14
Energy above the lowest of the compared OMol25 structures with the same formula, charge and spin in kJ/mol: 300.49
E in Ha: -764.587884
Gap between HOMO and LUMO in eV: 4.42

```
! wB97M-V def2-TZVPD RIJCOSX def2/J DEFGRID3
* xyz 1 1
O 3.173 -1.162 0.485
C -0.467 0.555 -0.668
H 0.943 -3.275 -1.042
H 1.987 -3.123 0.385
H -1.588 2.259 -1.240
C 0.683 1.461 -0.400
H 0.203 -3.227 0.528
H 3.890 -0.536 0.661
H 3.456 1.576 1.345
O 0.571 2.664 -0.535
C -1.770 1.202 -1.007
H -2.241 0.724 -1.867
H -1.150 -1.441 -0.732
C -0.309 -0.786 -0.552
C 1.951 0.836 0.021
C 2.046 -0.535 0.116
H 2.776 2.772 0.229
C 1.038 -2.823 -0.048
O -4.045 -1.680 -0.131
O -2.164 1.254 1.337
C 3.092 1.737 0.327
H -2.807 1.284 2.064
H 3.928 1.566 -0.356
H -3.703 1.579 -0.013
C -2.710 1.172 0.159
O -3.249 -0.621 0.441
H -4.454 -2.064 0.659
C 0.923 -1.369 -0.165
*
```

Record 3
C23H37N2O10P3STeW as an isolated structure. Source: the Open Molecules 2025 dataset; level of theory: ωB97M-V/def2-TZVPD.

M in g mol⁻¹: 937.982
Lowest unoccupied orbital energy in eV: -1.30
Energy above the lowest of the compared OMol25 structures with the same formula, charge and spin in kJ/mol: 59.53
E in Ha: -3518.176608
Gap between HOMO and LUMO in eV: 6.49

```
! wB97M-V def2-TZVPD RIJCOSX def2/J DEFGRID3
* xyz 0 1
H 1.668 3.859 0.249
C 0.286 -4.954 -0.426
C -0.538 -1.396 4.709
H 2.524 -2.782 -3.465
N 3.526 2.366 1.651
C 2.359 -1.750 -3.150
O 1.820 1.765 3.529
H 2.619 -0.386 6.671
C -2.674 2.485 -3.011
H 0.316 -1.655 -3.828
C -1.597 3.716 -1.250
H 2.966 -1.555 -2.278
H 2.900 -1.103 1.944
P 0.914 1.697 2.190
C -1.687 4.867 -2.011
O 0.515 0.214 2.066
H 0.382 0.335 7.474
C 1.034 -3.908 -1.265
H -3.001 6.859 -3.574
H 2.804 -1.701 4.592
C 2.262 1.885 0.956
H -2.805 5.936 -5.065
H -1.161 3.729 -0.254
C -2.271 4.854 -3.279
H 1.943 -3.594 -0.751
C 0.880 -1.454 -2.914
H -0.343 -4.496 0.341
C -2.373 6.124 -4.082
O -0.061 2.783 2.091
H -0.358 -5.570 -1.045
C 0.474 -0.259 6.575
H -2.107 -3.445 -1.579
H -3.060 1.543 -3.381
H 4.316 2.252 1.003
C -3.157 -0.903 1.379
O 1.616 -0.577 -0.126
H -2.049 -2.053 -2.622
H -0.893 -4.836 -3.291
H -3.397 -1.095 2.427
C -1.326 -3.880 -3.566
C -1.510 -2.962 -2.356
N -1.871 -0.305 1.322
H -1.422 -1.681 4.151
C -0.659 -0.639 5.860
H 2.727 -1.101 -3.946
H 2.773 2.972 -0.851
H 1.600 1.075 4.188
C -2.764 3.651 -3.766
H 0.994 -5.614 0.076
H 3.448 3.342 1.931
S -2.013 1.056 -0.703
H -3.227 3.623 -4.746
H 0.728 -0.404 -2.668
P 0.044 -2.398 -1.586
H -1.640 -0.337 6.203
O -0.461 0.758 -0.528
C 0.695 -1.775 4.234
H 3.686 1.798 2.485
W -0.423 -0.992 0.611
H -2.297 -4.082 -4.020
O -1.726 -2.501 0.517
Te 0.910 -2.802 2.410
C 1.722 -0.659 6.121
C 1.825 -1.407 4.950
C 1.934 2.881 -0.159
C -2.081 2.526 -1.765
O 3.477 -0.405 1.598
O -2.572 -0.040 -1.551
C -3.035 -2.223 0.641
H -0.694 -3.444 -4.339
O 3.886 0.594 -0.686
O -3.906 -2.961 0.290
H -1.392 6.580 -4.225
H -1.307 5.803 -1.614
H 1.076 2.516 -0.718
H 1.339 -4.312 -2.235
P 2.826 0.252 0.284
H -3.956 -0.299 0.954
*
```

Record 4
A 3-piece molecular cluster, C3H3NO2 overall. Source: the Open Molecules 2025 dataset; level of theory: ωB97M-V/def2-TZVPD.

M in g mol⁻¹: 85.062
Lowest unoccupied orbital energy in eV: 0.06
Energy above the lowest of the compared OMol25 structures with the same formula, charge and spin in kJ/mol: 235.18
E in Ha: -321.288069
Gap between HOMO and LUMO in eV: 11.28

```
! wB97M-V def2-TZVPD RIJCOSX def2/J DEFGRID3
* xyz 0 1
H -2.899 0.048 -0.072
H 0.787 -0.503 0.260
H -1.634 -0.476 1.215
O 1.329 2.169 -2.088
N 2.135 -1.683 1.594
C -1.838 -0.037 0.220
O -0.950 0.325 -0.513
C 1.437 -1.077 0.903
C 1.632 1.234 -1.520
*
```

Record 5
An isolated molecule of C4H7NO. Source: the Open Molecules 2025 dataset; level of theory: ωB97M-V/def2-TZVPD.

M in g mol⁻¹: 85.106
Lowest unoccupied orbital energy in eV: 0.08
Energy above the lowest of the compared OMol25 structures with the same formula, charge and spin in kJ/mol: 509.32
E in Ha: -286.437658
Gap between HOMO and LUMO in eV: 7.78

```
! wB97M-V def2-TZVPD RIJCOSX def2/J DEFGRID3
* xyz 0 1
H 0.626 -1.572 1.122
H 0.586 2.020 -1.001
N -1.466 -0.582 3.287
O 0.234 -0.044 -1.163
H -0.987 -1.868 0.445
H 1.965 0.943 -0.790
C -0.244 0.255 0.356
C -0.967 -0.859 2.282
C 1.075 1.124 -1.389
H -1.247 0.648 0.140
H -0.499 -0.124 -1.805
H 1.288 1.182 -2.455
C -0.365 -1.123 0.971
*
```

Record 6
C38H65Br2GdN2O6SSeSi as an isolated structure. Source: the Open Molecules 2025 dataset; level of theory: ωB97M-V/def2-TZVPD.

M in g mol⁻¹: 1102.117
Lowest unoccupied orbital energy (spin up / spin down) in eV: 3.90 / 3.06
E in Ha: -11050.902155
Gap between HOMO and LUMO (spin up / spin down) in eV: 6.26 / 5.39

```
! wB97M-V def2-TZVPD RIJCOSX def2/J DEFGRID3
* xyz -2 8
H 2.355 0.248 2.253
C 5.063 -0.344 -3.388
C 2.290 5.501 2.087
H 0.873 -0.479 4.456
H 3.464 -4.149 -3.701
C -6.151 1.414 0.940
C 1.202 4.005 0.283
H 1.780 -3.637 5.176
H -0.010 -3.440 -2.312
C 2.360 -2.684 -1.291
Br -6.061 3.074 1.927
H -3.138 3.053 -0.357
H -0.882 2.648 -4.083
H -1.144 -3.207 7.055
H 0.800 -2.953 3.621
H 1.068 6.531 -0.995
O -3.205 -0.944 3.974
H 1.033 -4.796 -0.121
O -2.856 -2.476 2.057
H 1.524 3.149 2.199
H 1.185 -3.051 -3.537
C -6.204 -2.930 -0.346
H 6.790 0.898 -1.426
H 1.427 5.444 2.752
H 1.204 -5.961 -1.466
H 3.216 -5.693 -2.793
H -5.157 1.057 0.744
H 5.796 0.407 -0.038
C 3.718 -0.641 -1.353
C 1.767 -0.651 1.917
H -5.455 -4.008 -4.073
H -0.902 -2.758 3.402
C 1.199 6.480 0.102
O -4.949 -1.269 2.194
C 1.743 -5.147 -0.884
H -1.984 -2.054 6.053
H 3.258 5.520 -1.258
C -3.023 2.514 -1.317
C -0.278 1.560 -0.221
C 0.120 -0.880 3.769
H 2.047 -1.435 2.654
H 4.074 6.023 0.249
H 3.307 0.811 0.249
H -6.910 -4.056 -3.087
H 4.241 2.151 -1.152
H -1.059 1.128 2.538
Si -5.175 -2.788 -1.874
C -0.476 2.738 -1.050
H -3.886 2.737 -1.994
H 2.934 4.679 2.361
H -1.131 4.786 -3.074
C 1.130 -3.217 5.946
H -2.514 1.908 -3.845
C -5.061 -1.066 -2.605
C 3.279 -4.592 -2.691
H -6.663 0.811 1.691
C 1.066 2.993 1.226
Gd -1.668 -1.570 0.335
C -1.566 2.154 -3.370
H 0.890 -3.963 6.720
C 1.611 -2.059 -0.222
H 4.091 -2.285 -2.617
H -7.286 -2.601 -0.372
N -0.121 -2.796 5.337
C 0.890 -3.843 -2.835
H -0.796 -0.345 4.098
H -1.017 1.249 -3.186
H 3.566 1.836 -2.776
O -0.787 0.398 -0.586
H 5.784 0.301 -3.927
C 1.991 5.297 0.576
H -4.537 -1.114 -3.557
C 4.805 0.212 -1.986
H 2.645 -5.502 -0.407
C 2.048 -4.084 -1.903
H 0.596 1.651 3.197
H -4.502 -0.368 -2.028
C 0.288 1.837 1.058
H -2.027 -3.774 5.702
H -3.092 1.439 -1.033
Se -3.103 -3.648 -1.146
C -0.052 -2.374 3.980
S -3.531 -1.241 2.589
H 5.263 2.264 -2.595
H -5.712 -2.378 0.440
C -1.386 -2.939 6.021
O 0.383 -2.485 0.080
H 5.537 -1.322 -3.268
H -5.546 -5.128 -2.779
Br -7.177 1.369 -0.788
C -5.817 -4.131 -3.095
H 3.841 4.267 -0.146
H -1.603 4.966 -1.302
H -6.196 -4.017 -0.085
H -2.844 4.597 -2.591
H 4.150 -4.373 -2.072
H 1.565 -2.362 6.525
C 0.492 3.738 -0.944
C -1.684 2.896 -1.990
H 4.219 -0.388 -4.079
O -2.843 -0.153 1.723
C 2.188 -0.980 0.530
H 1.685 7.434 0.443
C 4.429 1.623 -2.146
C 3.396 5.293 -0.190
H 0.593 4.439 -1.746
C 3.415 -1.937 -1.822
H 0.553 -4.690 -3.409
H 2.700 6.460 2.300
C 6.063 0.166 -1.105
H 0.173 6.565 0.521
C 3.073 -0.162 -0.170
C 0.017 1.099 2.366
N 0.317 -0.344 2.317
C -1.794 4.378 -2.249
H -6.105 -0.711 -2.800
H 6.491 -0.825 -1.080
*
```